18
Properties=species:S:1:pos:R:3 method="wB97M-V/def2-TZVPD" relative_energy_ev=1.712 e_lumo_ha=0.035 homo_ha=-0.33763 energy_ev=-8899.9858 smiles="CCCNC(C)=O" gap_ev=10.14 mol_weight_g_mol=101.1
C -2.35 -0.22 -0.55
C -1.47 0.84 0.08
C -0.63 0.32 1.25
N 0.36 -0.72 0.85
C 1.56 -0.18 0.32
C 2.95 -0.43 -0.45
O 1.59 1.04 0.35
H -2.94 0.18 -1.38
H -1.74 -1.05 -0.94
H -3.05 -0.64 0.18
H -0.78 1.26 -0.66
H -2.09 1.68 0.43
H -0.07 1.14 1.68
H -1.30 -0.07 2.04
H 0.07 -1.68 0.99
H 2.89 0.16 -1.38
H 3.31 -1.42 -0.68
H 3.72 0.12 0.14



17
Properties=species:S:1:pos:R:3 method="wB97M-V/def2-TZVPD" relative_energy_ev=7.244 e_lumo_ha="-0.021 / 0.005" homo_ha="-0.32172 / -0.28877" energy_ev=-6032.3080 gap_ev="8.18 / 8.00" mol_weight_g_mol=82.0
B -0.39 0.97 0.85
C -1.65 0.18 0.71
C -0.38 -0.22 -0.08
C 3.57 1.42 0.24
C -2.97 0.56 0.17
C 0.26 -1.49 -0.02
H -1.91 -0.67 1.47
H -0.65 0.06 -1.21
H 4.34 0.85 0.65
H 2.64 1.53 0.71
H 3.75 1.75 -0.76
H -3.61 -0.43 -0.15
H -2.77 1.09 -0.82
H -3.68 1.23 0.92
H 1.14 -1.42 -0.57
H -0.26 -2.42 -0.39
H 0.48 -1.71 1.00



30
Properties=species:S:1:pos:R:3 method="wB97M-V/def2-TZVPD" relative_energy_ev=3.345 e_lumo_ha=0.027 homo_ha=-0.36371 energy_ev=-18795.7895 smiles=OCCO.OCCO.OCCO gap_ev=10.63 mol_weight_g_mol=186.2
O 1.17 2.47 0.34
C 0.13 1.66 0.80
C -1.02 2.12 0.05
O -0.90 1.89 -1.39
H 1.69 2.05 -0.34
H 0.29 0.61 0.53
H -0.07 1.69 1.87
H -1.30 3.15 0.24
H -1.94 1.58 0.30
H -0.19 2.49 -1.65
O 1.37 -1.10 -1.89
C 1.83 -1.18 -3.17
C 0.82 -0.60 -4.20
O 0.65 0.81 -3.89
H 0.73 -0.38 -1.78
H 2.65 -0.46 -3.15
H 2.27 -2.16 -3.32
H -0.15 -1.10 -4.15
H 1.21 -0.78 -5.20
H -0.02 1.10 -4.50
O -1.52 -0.97 4.85
C -1.48 -0.89 3.50
C -0.59 -1.95 2.89
O 0.75 -1.64 2.88
H -2.16 -0.36 5.23
H -2.53 -0.92 3.18
H -1.26 0.17 3.46
H -0.92 -1.98 1.85
H -0.71 -2.91 3.39
H 1.19 -2.42 3.23



21
Properties=species:S:1:pos:R:3 method="wB97M-V/def2-TZVPD" e_lumo_ha=-0.061 homo_ha=-0.27677 energy_ev=-21547.2597 gap_ev=5.86 mol_weight_g_mol=224.0
C -1.23 -1.17 1.48
C 0.29 -0.54 1.30
C 1.56 -1.54 0.90
N 0.62 0.78 1.51
Nb -0.01 2.09 -0.06
P -0.39 0.23 -1.75
N -1.96 -0.25 -1.62
H -1.32 -1.47 2.63
H -1.33 -2.20 0.89
H -2.08 -0.41 1.22
H 1.21 -2.66 0.87
H 2.38 -1.34 1.75
H 2.08 -1.22 -0.11
H 1.73 2.25 -0.63
H -0.46 3.30 -1.35
H -1.76 1.93 0.43
H 0.23 3.50 1.08
H -0.19 0.77 -3.07
H 0.52 -0.90 -1.60
H -1.97 -1.28 -1.41
Na 2.09 0.15 -2.47



41
Properties=species:S:1:pos:R:3 method="wB97M-V/def2-TZVPD" total_charge=+1 e_lumo_ha=-0.082 homo_ha=-0.40528 energy_ev=-29500.0271 gap_ev=8.80 mol_weight_g_mol=247.3
N -6.76 0.12 2.89
C -6.35 -0.73 1.79
P -4.59 -0.71 1.21
F -4.55 0.89 1.18
F -3.01 -0.65 0.65
H -6.21 -0.03 3.73
H -6.70 1.10 2.64
H -6.99 -0.52 0.91
H -6.54 -1.78 2.06
H -4.08 -1.37 2.34
H -4.87 -1.49 0.08
C 0.02 0.32 0.75
C 0.93 -0.57 -0.08
N 1.33 0.00 -1.43
C 0.07 0.24 -2.22
C 2.10 -1.04 -2.21
C 3.44 -1.51 -1.66
C 2.03 1.34 -1.35
C 3.27 1.50 -0.49
O 2.97 1.26 0.86
C 4.10 1.02 1.69
H -0.95 0.45 0.29
H -0.15 -0.19 1.70
H 0.47 1.28 0.97
H 0.43 -1.51 -0.31
H 1.85 -0.79 0.46
H -0.50 -0.68 -2.25
H 0.35 0.55 -3.22
H -0.51 1.02 -1.74
H 2.23 -0.63 -3.21
H 1.41 -1.89 -2.28
H 4.25 -0.85 -1.92
H 3.65 -2.48 -2.11
H 3.43 -1.66 -0.58
H 1.28 2.05 -1.01
H 2.29 1.59 -2.38
H 3.57 2.54 -0.64
H 4.10 0.88 -0.83
H 5.01 1.44 1.25
H 4.24 -0.05 1.85
H 3.92 1.50 2.65



11
Properties=species:S:1:pos:R:3 method="wB97M-V/def2-TZVPD" relative_energy_ev=4.602 e_lumo_ha=0.033 homo_ha=-0.31772 energy_ev=-9677.8678 gap_ev=9.53 mol_weight_g_mol=91.1
C -0.98 0.15 0.20
N 0.23 0.43 -0.55
N 1.24 -0.39 -0.27
N 2.42 0.11 -0.21
O 2.95 1.21 -0.31
O 3.33 -0.92 0.23
H -0.98 0.56 1.34
H -1.70 0.62 -0.40
H -1.25 -0.82 0.10
H 0.60 1.30 -0.87
H 3.15 -1.59 -0.43



103
Properties=species:S:1:pos:R:3 method="wB97M-V/def2-TZVPD" total_charge=+2 relative_energy_ev=0.000 e_lumo_ha="-0.198 / -0.210" homo_ha="-0.48033 / -0.48039" energy_ev=-98034.9984 spin_multiplicity=3 gap_ev="7.67 / 7.36" mol_weight_g_mol=803.8
V -1.19 0.02 -0.46
C 0.88 2.07 -3.41
C 1.77 2.81 -2.46
C 2.82 3.54 -3.01
C 3.60 4.38 -2.24
C 3.34 4.49 -0.88
C 2.33 3.75 -0.31
C 1.53 2.90 -1.08
P 0.06 2.11 -0.29
C 0.29 2.56 1.47
C -0.55 3.49 2.08
C -0.40 3.80 3.42
C 0.58 3.16 4.17
C 1.41 2.23 3.57
C 1.28 1.92 2.22
C 2.22 0.94 1.58
C -1.22 3.25 -0.89
C -0.95 4.59 -1.19
C -1.95 5.40 -1.69
C -3.22 4.87 -1.91
C -3.48 3.55 -1.61
C -2.50 2.72 -1.09
C -2.80 1.30 -0.72
H 1.45 1.52 -4.16
H 0.26 2.78 -3.95
H 0.21 1.38 -2.89
H 3.00 3.47 -4.08
H 4.37 4.98 -2.70
H 3.92 5.17 -0.27
H 2.13 3.87 0.74
H -1.32 3.99 1.50
H -1.04 4.54 3.88
H 0.69 3.39 5.22
H 2.18 1.75 4.15
H 2.69 0.32 2.34
H 3.01 1.49 1.06
H 1.68 0.30 0.88
H 0.04 4.99 -1.03
H -1.74 6.43 -1.92
H -4.00 5.50 -2.32
H -4.47 3.15 -1.79
H -3.45 0.88 -1.50
H -3.37 1.28 0.22
O 0.56 -2.57 5.63
C -0.17 -1.38 5.47
C -0.39 -1.10 4.01
C -1.16 -0.01 3.60
C -1.31 0.23 2.26
N -0.79 -0.54 1.29
C -0.08 -1.62 1.68
C 0.16 -1.90 3.02
C 0.37 -2.54 0.62
C 0.64 -3.88 0.89
C 0.96 -4.74 -0.14
C 1.39 -6.15 0.16
O 2.78 -6.07 0.38
C 0.97 -4.24 -1.44
C 0.72 -2.89 -1.62
N 0.45 -2.05 -0.62
H 0.60 -2.80 6.56
H 0.35 -0.52 5.92
H -1.16 -1.45 5.96
H -1.64 0.64 4.32
H -1.89 1.10 1.94
H 0.77 -2.73 3.33
H 0.59 -4.26 1.90
H 1.16 -6.81 -0.69
H 0.86 -6.52 1.05
H 3.10 -6.89 0.76
H 1.21 -4.87 -2.28
H 0.71 -2.47 -2.62
O -1.28 -0.95 -4.14
C -1.46 -0.90 -2.95
O -0.72 -0.21 -2.14
C -2.53 -1.68 -2.24
C -3.36 -2.55 -2.96
C -4.28 -3.29 -2.27
C -4.37 -3.14 -0.87
C -5.30 -3.87 -0.10
C -5.39 -3.68 1.25
C -4.58 -2.72 1.88
C -3.67 -1.99 1.16
C -3.51 -2.19 -0.23
N -2.58 -1.50 -0.93
H -3.26 -2.59 -4.03
H -4.94 -3.97 -2.78
H -5.93 -4.58 -0.61
H -6.10 -4.24 1.83
H -4.69 -2.55 2.94
H -3.08 -1.24 1.66
N 4.80 -0.53 -0.73
C 4.91 -0.12 -2.14
C 3.58 -0.54 -2.79
N 2.55 -0.11 -1.82
H 5.44 -0.01 -0.15
H 5.02 -1.51 -0.63
H 3.14 -0.20 -0.93
H 5.76 -0.56 -2.66
H 5.00 0.97 -2.17
H 3.54 -1.63 -2.90
H 3.45 -0.09 -3.77
H 2.26 0.88 -1.96
H 1.71 -0.70 -1.77



13
Properties=species:S:1:pos:R:3 method="wB97M-V/def2-TZVPD" relative_energy_ev=7.318 e_lumo_ha=0.017 homo_ha=-0.34084 energy_ev=-10277.4792 gap_ev=9.74 mol_weight_g_mol=102.1
C -0.57 1.01 -0.80
C -0.78 -1.22 -0.60
C 0.23 -0.65 0.35
H 1.38 0.59 1.41
H -1.28 1.61 -0.20
H 0.11 1.98 -1.46
H -2.08 0.01 -1.83
H -1.47 -1.54 -0.10
H -0.48 -2.40 -1.20
N 0.54 0.60 0.02
N -0.94 -0.11 -1.41
O 0.87 1.39 1.06
O 0.80 -1.20 1.36



21
Properties=species:S:1:pos:R:3 method="wB97M-V/def2-TZVPD" relative_energy_ev=1.248 e_lumo_ha=0.020 homo_ha=-0.34039 energy_ev=-27890.7575 smiles="CN(C)C(=O)S(=O)(=O)O.C=C=O" gap_ev=9.81 mol_weight_g_mol=195.2
C -0.29 1.52 0.85
N -0.68 0.13 0.85
C -2.06 -0.30 0.98
C 0.27 -0.78 0.60
O 0.04 -1.92 0.41
S 1.92 -0.05 0.37
O 2.41 0.54 1.60
O 2.02 0.63 -0.85
O 2.76 -1.44 0.15
H 0.48 1.68 0.20
H -1.08 2.22 0.44
H -0.07 1.77 1.86
H -2.07 -1.30 1.39
H -2.67 0.46 1.66
H -2.47 -0.05 -0.08
H 3.25 -1.92 0.88
C -0.20 -0.78 -2.17
C -0.52 0.51 -2.14
O -0.81 1.66 -2.12
H -0.94 -1.57 -2.26
H 0.71 -1.02 -2.66



164
Properties=species:S:1:pos:R:3 method="wB97M-V/def2-TZVPD" relative_energy_ev=0.000 e_lumo_ha=0.021 homo_ha=-0.28744 energy_ev=-83474.5465 smiles="CC1(C)CCCC(C)(C)N1O.CC1(C)CCCC(C)(C)N1O.COCCOCCOC.COCCOCCOC.COCCOCCOC.COCCOCCOC.CN(C)C=O" gap_ev=8.41 mol_weight_g_mol=924.3
C 5.00 -3.70 -2.11
C 3.53 -3.91 -2.49
C 2.70 -3.67 -1.24
C 3.15 -2.84 -3.50
C 1.84 -3.19 -4.18
C 2.01 -4.50 -4.83
C 2.23 -5.71 -3.96
C 1.02 -6.13 -3.18
C 2.64 -6.88 -4.89
N 3.37 -5.30 -3.06
O 3.82 -6.35 -2.18
H 5.26 -2.67 -1.83
H 5.32 -4.29 -1.25
H 5.63 -3.88 -2.98
H 2.46 -4.56 -0.64
H 3.21 -2.96 -0.57
H 1.77 -3.23 -1.57
H 3.03 -1.90 -2.96
H 3.95 -2.74 -4.26
H 1.02 -3.30 -3.40
H 1.60 -2.34 -4.85
H 2.81 -4.57 -5.56
H 1.13 -4.76 -5.44
H 1.31 -6.95 -2.62
H 0.19 -6.45 -3.83
H 0.54 -5.40 -2.50
H 3.64 -6.74 -5.27
H 1.96 -6.86 -5.75
H 2.62 -7.82 -4.33
H 4.77 -6.30 -2.34
C -7.68 1.01 0.65
C -6.66 0.52 1.65
C -7.05 0.89 3.04
C -6.66 -1.03 1.54
C -5.42 -1.73 2.13
C -4.20 -1.16 1.51
C -4.04 0.37 1.82
C -3.73 0.60 3.28
C -2.90 0.96 1.01
N -5.28 1.02 1.24
O -5.21 2.41 1.61
H -7.59 0.71 -0.38
H -8.68 0.68 0.94
H -7.82 2.12 0.60
H -6.78 0.09 3.73
H -6.62 1.84 3.38
H -8.15 1.05 3.20
H -7.55 -1.39 1.99
H -6.65 -1.18 0.47
H -5.32 -1.56 3.20
H -5.59 -2.82 1.95
H -4.19 -1.33 0.43
H -3.24 -1.54 1.92
H -4.30 0.12 4.06
H -3.68 1.65 3.48
H -2.82 0.13 3.64
H -3.22 0.74 -0.01
H -1.87 0.55 1.27
H -2.86 2.02 1.18
H -5.52 2.92 0.82
C 7.91 -0.59 1.97
O 6.73 -0.79 2.71
C 5.66 -0.72 1.85
C 4.35 -0.46 2.60
O 3.83 -1.56 3.31
C 3.39 -2.68 2.51
C 2.53 -3.44 3.48
O 1.29 -2.77 3.72
C 1.30 -1.86 4.84
H 8.01 -1.42 1.26
H 8.77 -0.58 2.65
H 7.94 0.39 1.41
H 5.60 -1.63 1.27
H 5.84 0.13 1.13
H 3.64 -0.05 1.87
H 4.49 0.32 3.34
H 4.16 -3.29 2.01
H 2.75 -2.27 1.70
H 3.07 -3.49 4.41
H 2.31 -4.39 3.04
H 1.94 -2.35 5.64
H 0.30 -1.85 5.29
H 1.61 -0.87 4.58
C -1.59 -4.30 -0.68
O -1.39 -3.56 -1.86
C -2.45 -2.64 -2.06
C -2.12 -1.75 -3.28
O -0.94 -1.03 -3.10
C -0.79 -0.20 -4.26
C 0.47 0.75 -4.26
O 1.63 0.05 -3.99
C 2.69 0.95 -3.68
H -0.79 -5.04 -0.63
H -2.52 -4.78 -0.85
H -1.66 -3.65 0.18
H -2.74 -2.01 -1.20
H -3.38 -3.17 -2.24
H -2.98 -1.07 -3.53
H -2.03 -2.41 -4.19
H -1.72 0.42 -4.29
H -0.89 -0.79 -5.15
H 0.38 1.55 -3.58
H 0.42 1.11 -5.29
H 2.52 1.38 -2.71
H 2.87 1.62 -4.50
H 3.58 0.33 -3.58
C -1.21 6.99 -6.90
O -0.07 6.24 -7.16
C 0.13 5.03 -6.43
C 0.91 5.34 -5.13
O 0.77 4.26 -4.18
C 1.34 4.56 -2.92
C 0.32 5.18 -1.98
O -0.88 4.49 -1.78
C -0.85 3.36 -0.95
H -1.53 6.79 -5.88
H -1.98 6.69 -7.61
H -1.07 8.07 -7.00
H 0.62 4.36 -7.12
H -0.89 4.71 -6.05
H 0.48 6.27 -4.72
H 1.99 5.55 -5.39
H 2.18 5.28 -3.02
H 1.73 3.61 -2.52
H 0.07 6.19 -2.36
H 0.88 5.30 -0.99
H -0.62 3.68 0.08
H -0.07 2.63 -1.23
H -1.86 2.98 -0.98
C -4.72 4.25 4.61
O -3.34 4.24 4.96
C -3.09 3.41 6.07
C -1.70 3.70 6.62
O -0.69 3.15 5.82
C 0.43 3.99 5.92
C 1.62 3.52 5.10
O 2.14 2.32 5.58
C 3.46 1.92 5.27
H -5.24 4.90 5.31
H -5.16 3.26 4.68
H -4.81 4.62 3.60
H -3.28 2.40 5.82
H -3.80 3.64 6.86
H -1.73 3.26 7.65
H -1.52 4.77 6.63
H 0.78 4.01 6.96
H 0.17 5.04 5.61
H 2.34 4.37 5.25
H 1.25 3.45 4.06
H 3.47 0.98 4.78
H 4.08 1.91 6.18
H 4.03 2.63 4.66
C -0.03 -1.21 0.43
N 0.78 -0.05 0.58
C 0.79 0.56 1.90
C 1.61 0.37 -0.45
O 2.25 1.41 -0.43
H 0.23 -2.03 1.12
H 0.08 -1.55 -0.58
H -1.05 -0.92 0.67
H 1.40 1.43 1.93
H -0.16 0.92 2.14
H 1.11 -0.17 2.60
H 1.67 -0.34 -1.29



20
Properties=species:S:1:pos:R:3 method="wB97M-V/def2-TZVPD" relative_energy_ev=2.922 e_lumo_ha=0.027 homo_ha=-0.30783 energy_ev=-79419.8358 smiles=BrN1CC2CCN1CC2 gap_ev=9.12 mol_weight_g_mol=191.1
Br -2.86 2.00 -1.03
N -1.73 0.54 -0.84
C -1.69 -0.17 0.41
C -0.27 -0.50 0.76
C 0.24 -1.37 -0.40
C 0.21 -0.48 -1.68
N -0.38 0.83 -1.40
C 0.32 1.61 -0.40
C 0.46 0.84 0.96
H -2.35 -1.13 0.18
H -2.17 0.39 1.22
H -0.21 -1.00 1.85
H -0.23 -2.25 -0.39
H 1.38 -1.44 -0.26
H 1.22 -0.18 -1.94
H -0.20 -0.96 -2.46
H -0.19 2.54 -0.27
H 1.34 1.89 -0.84
H 1.50 0.68 1.04
H -0.14 1.38 1.65



15
Properties=species:S:1:pos:R:3 method="wB97M-V/def2-TZVPD" total_charge=-1 relative_energy_ev=5.163 e_lumo_ha="0.133 / 0.062" homo_ha="-0.07354 / -0.14474" energy_ev=-15853.9546 spin_multiplicity=3 gap_ev="5.63 / 5.62" mol_weight_g_mol=154.1
C 0.33 0.59 -0.40
C -0.71 -0.30 -0.35
C 1.43 0.64 0.54
C -0.79 -1.48 0.51
C 1.59 -0.13 1.64
N 2.45 -0.36 2.54
N -0.14 -1.58 1.59
N 2.33 -0.29 3.84
O -0.06 -2.47 2.45
O 1.39 0.28 4.40
O 3.20 -0.85 4.51
H 0.43 1.41 -1.06
H -1.47 -0.39 -1.02
H 2.14 1.42 0.15
H -1.50 -2.38 0.35



15
Properties=species:S:1:pos:R:3 method="wB97M-V/def2-TZVPD" relative_energy_ev=6.296 e_lumo_ha=0.021 homo_ha=-0.37804 energy_ev=-7382.4510 gap_ev=10.87 mol_weight_g_mol=92.1
C -1.04 -0.72 -1.07
C -0.21 0.02 0.00
C -1.02 0.24 1.29
C 1.09 -0.65 0.26
C 2.28 -0.83 0.31
C 0.37 1.29 -0.53
C 0.99 2.31 -0.96
H -0.48 -0.82 -2.00
H -1.97 -0.18 -1.28
H -1.30 -1.72 -0.70
H -1.28 -0.72 1.74
H -0.43 0.82 2.01
H -1.94 0.79 1.07
H 3.34 -0.97 0.36
H 1.60 1.14 -0.49